[1]
ORCA calculation (ωB97M-V/def2-TZVPD) on a 12-piece molecular cluster, C8H36O11 overall at a distorted geometry.

- HOMO energy (eV) = -9.35
- spin multiplicity = 1
- LUMO (hartree) = 0.007
- energy relative to the best compared isomer or geometry (same formula, charge and spin) (eV) = 3.515
- molecular weight (Da) = 308.37
- total energy (Eh) = -1153.94064
- structure (SMILES) = C/C=C/C=C/CCC.O.O.O.O.O.O.O.O.O.O.O

```
55
C8H36O11 (ωB97M-V/def2-TZVPD)
C 2.0827 -1.4537 2.3945
H 0.4237 3.1134 -1.3673
H -3.7214 1.8306 -1.9389
H 1.1819 2.7532 0.9087
O 2.2246 -2.9073 -0.2480
H 0.5505 3.2328 3.2980
H 0.0106 -3.2048 -2.0823
O 0.8441 0.7808 -2.5543
H 0.9900 1.0095 -1.6460
O -0.1757 -3.6729 -1.1705
H -0.4998 2.0748 0.2660
C 0.0366 -0.0613 0.3785
O -3.5544 -0.8545 0.7356
H -0.1468 2.3293 2.3293
C -0.7737 0.9856 -0.1634
H 1.7286 0.5575 2.9233
H 2.2167 -0.5273 4.3161
O 0.4957 3.3749 -2.3922
H 0.3315 -1.8368 3.3959
H 0.4797 -3.4372 -0.5587
H -2.9277 -3.2024 -2.0670
O 0.7575 2.5846 2.5557
H -0.1412 -0.6585 -3.0363
H 3.4484 0.1372 3.1779
H 2.5257 -2.4438 2.6427
O 1.5073 2.9291 0.0013
H 2.4362 3.0020 0.1859
O -2.4029 -2.4328 -1.7639
O -0.3770 -1.4791 -3.3931
H 2.1979 -2.3332 -1.0937
H 0.3976 -2.7447 1.7113
H -0.3157 3.9110 -2.3301
H -2.1462 2.4562 -2.2576
C -0.1307 -0.5642 1.6054
O -1.9960 2.2873 2.4253
H -2.2170 1.7872 1.5686
H -2.1374 -0.0889 -1.5427
C 0.5930 -1.7089 2.2907
H 1.5596 -1.5822 -2.8529
H 0.8610 -0.4516 -0.2410
C -1.8402 0.8570 -0.9470
H -3.3940 -1.3484 -0.1019
C 2.4469 -0.2816 3.2626
H -0.8444 -0.1354 2.4023
H 2.5099 -1.2535 1.3468
H 2.9715 -3.3790 -0.0592
H -2.9127 -1.2577 1.2986
H 2.4751 -0.3289 -2.3544
C -2.6961 2.0440 -1.4673
H -1.5953 -2.7999 -1.3036
H -2.5039 3.0481 2.4788
O 2.4203 -1.3365 -2.5045
H -1.2618 -1.7459 -2.9722
H -2.7802 2.7708 -0.6142
H 0.7872 1.6558 -2.8751
```

=====

[2]
ORCA calculation (ωB97M-V/def2-TZVPD) on C46H53CrN5O2PSSeSi as an isolated structure.

- HOMO energy (alpha / beta) (eV) = -7.15 / -7.10
- spin multiplicity = 2
- LUMO (alpha / beta) (hartree) = -0.013 / -0.009
- energy relative to the best compared isomer or geometry (same formula, charge and spin) (eV) = 0.000
- molecular weight (Da) = 930.05
- total energy (Eh) = -6684.03207

```
111
C46H53CrN5O2PSSeSi (ωB97M-V/def2-TZVPD)
C -2.2869 -0.3601 1.9041
H 3.8346 5.1986 2.1001
C -2.8092 -3.9752 2.8792
H -1.4692 1.7966 -4.9755
C -2.0768 -2.1268 -1.8334
C -0.6285 -3.8712 -5.4229
H 1.6029 -4.3991 3.8594
C 0.0749 -1.5481 4.3562
H -2.8756 4.8257 1.3682
N -1.4785 0.5599 -1.8683
P 0.7747 -1.9139 -2.0579
C -2.2430 -1.8704 1.9312
C 2.4323 -5.2873 -0.4700
H -2.2714 6.7634 0.1011
H 4.0459 1.7154 -1.8602
C -0.2192 -2.6857 -3.3662
H -3.2244 -4.5761 3.6777
H -0.0671 6.5361 1.2064
H -2.9635 3.4910 -3.8885
C 2.6249 0.6361 -4.7340
C -2.2743 1.4683 -1.2848
H 0.7435 -4.0260 -0.0780
H -1.6173 8.3713 0.3640
C -2.8319 2.5286 -1.9727
H -0.5170 7.6940 2.4389
H 1.8157 1.6239 1.9234
C 1.6215 -4.1861 -0.6888
C 1.8356 -0.3827 -4.2187
H -2.2394 3.7491 2.5617
H -3.4817 3.2015 -1.4310
H 2.6101 0.8392 -5.7974
Cr -0.9023 -1.0201 -0.5410
H -5.3753 -2.8949 -2.2392
H -3.1715 -2.0580 3.8329
H -0.6037 -0.0607 -3.6237
C 3.5914 -5.4572 -1.2152
C 2.6580 0.0997 -2.0127
C -3.8711 -3.3944 -3.6537
H -0.6216 5.4448 3.3495
C 2.2396 2.6012 3.8211
H 4.2272 -6.3159 -1.0421
H 2.1680 -6.0068 0.2950
O -2.4430 0.2928 2.9113
H -2.3228 -5.6479 1.6047
H 1.2072 -0.9554 -4.8885
C -4.3213 -2.8507 -2.4869
H 1.3249 -3.2962 -4.7089
H 0.6038 -1.2410 5.2617
C -1.6054 -2.7063 -3.0556
C -2.7815 -2.5940 2.9792
Se 1.0689 -1.0954 1.0164
C -2.6151 1.2585 0.1715
C -1.9566 4.5687 1.8932
H 0.3053 -4.3178 2.6647
H 3.4112 -2.6772 -3.1330
C 3.3955 3.3819 3.1987
H -0.5788 -2.3802 4.6244
C -3.4260 -2.2248 -1.5880
C -1.2240 0.6936 -3.1675
C -1.7223 1.7375 -3.9266
N -1.7333 -2.4489 0.8378
H 3.7939 -2.0253 2.9559
C -1.7818 -3.7747 0.7334
H 3.9653 2.7032 2.5558
C 3.4389 1.1201 -2.5297
C 3.9403 -4.5165 -2.1716
H 1.9961 -4.2779 2.1375
H 3.1521 -0.4341 3.3536
C 2.9682 4.6010 2.3876
H -2.8762 7.7487 1.4298
C -2.3085 -4.5748 1.7332
C 1.2854 1.9707 2.8092
H 2.6434 1.8027 4.4495
C -2.5426 2.6728 -3.3191
C -1.9694 -3.8990 -5.1543
C 0.2597 -3.2708 -4.5100
H 2.4500 4.3124 1.4728
H 2.2998 5.2430 2.9682
H -0.3767 3.2243 3.0616
C -1.9763 7.4766 0.8733
C -0.0257 3.1995 1.0821
S 0.7764 2.5594 -0.2570
H -2.2367 6.1329 3.3182
N -2.1410 0.0621 0.6089
C -2.4910 -3.3367 -3.9652
H -3.8413 -1.7984 -0.6800
H 4.8506 -4.6349 -2.7450
O -3.3030 2.0689 0.7596
C 1.8441 -0.6619 -2.8537
H 4.0745 3.6953 3.9967
C 1.9520 -3.2502 -1.6631
H -0.5590 -0.7200 4.0394
H -0.2439 -4.3158 -6.3316
H 4.0247 2.1989 -4.2895
C -1.4252 5.7674 2.6809
C 1.3022 -3.9468 2.9104
H -1.2412 4.2345 -0.0806
C 3.0333 -1.5033 3.5391
N 0.2713 2.9094 2.3566
C 3.1233 -3.4168 -2.3956
C 3.4242 1.3919 -3.8899
N -1.0318 4.0763 0.8891
H -2.6554 -4.3689 -5.8497
H 0.7838 1.1004 3.2379
H -1.4052 -4.1966 -0.1889
H -4.5501 -3.8775 -4.3460
Si 1.3164 -2.0747 3.0369
C -0.9103 6.9015 1.7981
H 3.2181 -1.6914 4.5995
H 1.6727 3.2603 4.4901
H 2.6645 -0.0927 -0.9468
```

=====

Question: Among the records above, which one has the lowest spin multiplicity?
Answer: C8H36O11

=====

Question: Which value of energy relative to the best compared isomer or geometry (same formula, charge and spin) does entry 2 give?
Answer: 0.000 eV

=====

Question: What is the formula in the second record?
Answer: C46H53CrN5O2PSSeSi